(1)
C7H7ClFNO2Si | wB97M-V/def2-TZVPD

```
! wB97M-V def2-TZVPD RIJCOSX def2/J DEFGRID3
* xyz 0 1
O -3.60604 1.05438 -1.61468
N -3.27433 1.85496 -0.77601
O -3.82980 2.91201 -0.47192
Si -1.65014 1.68393 0.01708
F -1.81574 2.69908 1.22592
C -0.51155 0.53405 -0.65162
C 0.76263 0.10958 -0.18602
C 1.39236 -0.86633 -1.00401
C 2.60725 -1.32421 -0.66072
C 3.27115 -0.82437 0.45054
C 2.72836 0.19438 1.20015
C 1.44275 0.68881 0.90006
H -0.79345 0.21591 -1.68100
H 0.87606 -1.53123 -1.68933
H 3.05740 -2.17210 -1.35948
H 4.33893 -1.08922 0.50060
H 3.15635 0.68265 1.95359
H 1.10891 1.45862 1.48285
Cl -4.00324 -3.19202 1.21362
H -5.25789 -3.08888 1.15038
*
```

The calculation puts the total energy at -36071.6362 eV. The value obtained for the HOMO energy (spin up / spin down) is -8.119 / -8.119 eV. For the lowest unoccupied orbital energy (spin up / spin down), the calculation gives -1.012 / -1.012 eV. Its SMILES is O=[N+]([O-])/[Si](F)=C/c1ccccc1.Cl. For the frontier orbital gap (spin up / spin down), the calculation gives 7.1 / 7.1 eV.

(2)
C5H12O2 | wB97M-V/def2-TZVPD

```
! wB97M-V def2-TZVPD RIJCOSX def2/J DEFGRID3
* xyz 0 1
C 2.56685 -0.55748 0.57713
C 1.61926 0.04285 -0.45567
C 0.18538 -0.16552 0.00959
O 0.11685 0.37972 1.31964
C -0.88535 0.39047 -0.92943
C -2.27236 0.04717 -0.40087
O -2.52515 0.83738 0.76434
H 3.61411 -0.39213 0.31356
H 2.36258 -0.11027 1.55261
H 2.39765 -1.63862 0.66524
H 1.77998 -0.42506 -1.43595
H 1.79736 1.12042 -0.56666
H 0.01952 -1.26105 0.04374
H -0.76503 0.74441 1.48827
H -0.77502 -0.05390 -1.92937
H -0.76443 1.47435 -1.05485
H -2.28633 -1.02588 -0.15263
H -3.05105 0.22439 -1.15398
H -3.13482 0.36875 1.34530
*
```

The calculation puts the total energy at -9474.4082 eV. The value obtained for the HOMO energy is -9.852 eV. For the lowest unoccupied orbital energy, the calculation gives 0.778 eV. Its SMILES is CC[C@@H](O)CCO. For the frontier orbital gap, the calculation gives 10.6 eV.

(3)
C58H45ClN7O2P2RuS2 | wB97M-V/def2-TZVPD

```
! wB97M-V def2-TZVPD RIJCOSX def2/J DEFGRID3
* xyz 2 2
Ru -0.25399 -0.36706 0.60321
S 2.72860 3.84394 6.41342
N 3.35165 2.59679 5.60772
C 2.43201 2.22381 4.73305
C 2.53825 1.09012 3.82875
C 3.59999 0.18404 3.84852
C 3.51033 -0.94194 3.06776
C 2.41368 -1.09170 2.22262
N 1.43225 -0.20236 2.13314
C 1.46985 0.85035 2.97045
C 0.25037 1.64215 3.03276
N -0.74089 1.24022 2.22099
C -1.90643 1.86933 2.31949
C -2.12906 2.93378 3.18892
C -1.10799 3.35934 4.00372
C 0.11133 2.68695 3.94020
C 1.24822 2.99509 4.79251
N 1.28471 3.94875 5.70837
H 4.43895 0.35798 4.51149
H 4.27544 -1.70574 3.08424
H 2.31967 -1.97986 1.61562
H -2.69569 1.49786 1.69055
H -3.10150 3.40633 3.21419
H -1.23372 4.17498 4.70536
Cl -5.66921 -4.03148 -3.13834
C -4.29365 -3.22722 -2.46455
C -3.06618 -3.27293 -3.13632
C -1.95805 -2.62788 -2.63061
C -2.03636 -1.90823 -1.43064
O -0.91800 -1.32240 -1.01208
C -3.26746 -1.87978 -0.75640
C -3.41881 -1.15158 0.46912
O -2.53138 -0.48572 1.00740
C -4.39116 -2.54159 -1.28382
H -2.99224 -3.83263 -4.06079
H -1.00587 -2.65840 -3.15050
H -4.41058 -1.17344 0.94294
H -5.33517 -2.49825 -0.75115
C -0.08247 1.93943 -2.49404
N 0.76961 0.98655 -3.11731
C 1.90779 0.74389 -2.30493
P 1.70136 -0.40878 -0.86755
C 3.39527 -0.13707 -0.25092
C 4.36309 -1.13881 -0.30169
C 5.65954 -0.87447 0.12173
C 5.99896 0.38564 0.59285
C 5.04019 1.39151 0.64097
C 3.74517 1.13015 0.22390
C 1.77238 -2.08680 -1.56347
C 2.07147 -2.32598 -2.90055
C 2.14807 -3.62665 -3.38349
C 1.93276 -4.70092 -2.53479
C 1.64255 -4.47277 -1.19433
C 1.56302 -3.17533 -0.71799
C 0.68007 0.63640 -4.49156
C 1.81836 0.27959 -5.21431
C 1.72578 -0.08718 -6.54980
C 0.50549 -0.08150 -7.20481
C -0.61798 0.33021 -6.50710
C -0.53702 0.68773 -5.16745
P -0.92236 1.48076 -0.87221
C -0.72483 3.14640 -0.15281
C -1.59815 4.18931 -0.46060
C -1.31778 5.48446 -0.04198
C -0.15971 5.75464 0.67014
C 0.73770 4.72931 0.94195
C 0.45853 3.43876 0.52388
C -2.64825 1.31938 -1.40648
C -2.88412 0.58009 -2.56459
C -4.17255 0.40956 -3.05010
C -5.24457 0.95652 -2.36373
C -5.02534 1.67287 -1.19189
C -3.73665 1.85607 -0.71446
H -0.87586 2.26922 -3.15954
H 0.49835 2.82425 -2.21090
H 2.26573 1.68036 -1.85956
H 2.74649 0.32323 -2.84944
H 4.11331 -2.12325 -0.67582
H 6.40734 -1.65614 0.07366
H 7.01362 0.58985 0.91059
H 5.30596 2.38048 0.99445
H 3.00699 1.92354 0.27499
H 2.23132 -1.51585 -3.59427
H 2.38309 -3.79462 -4.42706
H 1.99284 -5.71321 -2.91344
H 1.47479 -5.30467 -0.52138
H 1.33462 -3.01613 0.32745
H 2.80422 0.32834 -4.77059
H 2.62884 -0.35600 -7.08373
H 0.43620 -0.36787 -8.24539
H -1.57796 0.38300 -7.00575
H -1.43989 1.01357 -4.67201
H -2.49497 4.00539 -1.03624
H -2.00297 6.28566 -0.28793
H 0.05445 6.76486 0.99499
H 1.65579 4.93892 1.47821
H 1.16960 2.64636 0.71920
H -2.05585 0.11732 -3.08563
H -4.33442 -0.15977 -3.95747
H -6.25199 0.83084 -2.74002
H -5.86127 2.10304 -0.65533
H -3.58910 2.43628 0.18539
N -0.99223 -3.79607 0.65294
C -1.14329 -3.31176 1.89787
N -0.67279 -2.15925 2.33434
C -0.86243 -2.10963 3.74881
C -0.44298 -1.13335 4.64633
C -0.71078 -1.26005 5.99997
C -1.40694 -2.35402 6.50160
C -1.83334 -3.34201 5.63563
C -1.54819 -3.20416 4.28509
S -1.93670 -4.34250 3.04042
H -0.67070 -3.19389 -0.08347
H -1.47131 -4.64015 0.38953
H 0.09509 -0.27319 4.31336
H -0.36855 -0.48785 6.67787
H -1.60826 -2.43675 7.56110
H -2.37314 -4.20699 5.99933
*
```

The calculation puts the total energy at -130745.0379 eV. The value obtained for the HOMO energy (spin up / spin down) is -12.297 / -12.292 eV. For the lowest unoccupied orbital energy (spin up / spin down), the calculation gives -5.485 / -5.311 eV. The expectation value of S² is 0.760. For the frontier orbital gap (spin up / spin down), the calculation gives 6.8 / 7.0 eV.

(4)
C2H7N3S | wB97M-V/def2-TZVPD

```
! wB97M-V def2-TZVPD RIJCOSX def2/J DEFGRID3
* xyz 0 1
H -0.34083 -1.31711 2.07444
N 0.07900 -0.39075 2.02197
C 0.20163 -0.14595 0.76378
C -0.16911 -1.06015 -0.48114
N -0.46278 -0.31905 -1.68317
N 0.66846 1.04523 0.24119
S 1.25228 2.40315 1.14427
H 0.73520 -1.60275 -0.60904
H -0.96418 -1.71739 -0.15625
H -1.40460 -0.03003 -1.87179
H -0.09169 -0.71731 -2.57929
H 0.37613 1.31134 -0.68692
H 0.12050 2.54077 1.82195
*
```

The calculation puts the total energy at -17492.2267 eV. The value obtained for the HOMO energy is -8.781 eV. For the lowest unoccupied orbital energy, the calculation gives 0.730 eV. Its SMILES is [H]/N=C(\CN)NS. For the frontier orbital gap, the calculation gives 9.5 eV.

Please write out number 4 again, unchanged.
C2H7N3S | wB97M-V/def2-TZVPD

```
! wB97M-V def2-TZVPD RIJCOSX def2/J DEFGRID3
* xyz 0 1
H -0.34083 -1.31711 2.07444
N 0.07900 -0.39075 2.02197
C 0.20163 -0.14595 0.76378
C -0.16911 -1.06015 -0.48114
N -0.46278 -0.31905 -1.68317
N 0.66846 1.04523 0.24119
S 1.25228 2.40315 1.14427
H 0.73520 -1.60275 -0.60904
H -0.96418 -1.71739 -0.15625
H -1.40460 -0.03003 -1.87179
H -0.09169 -0.71731 -2.57929
H 0.37613 1.31134 -0.68692
H 0.12050 2.54077 1.82195
*
```

The calculation puts the total energy at -17492.2267 eV. The value obtained for the HOMO energy is -8.781 eV. For the lowest unoccupied orbital energy, the calculation gives 0.730 eV. Its SMILES is [H]/N=C(\CN)NS. For the frontier orbital gap, the calculation gives 9.5 eV.

Which formula does entry 1 have?
C7H7ClFNO2Si